{
  "formula": "C4H6N2",
  "method": "ωB97M-V/def2-TZVPD",
  "total_charge": 0,
  "de_lowest_kj_mol": 224.37,
  "homo_lumo_gap_ev": 9.7,
  "smiles": "C1=NN[C@@H]2C[C@H]12",
  "lumo_energy_ev": 1.110,
  "total_energy_ha": -265.4501,
  "homo_ev": -8.60,
  "elements": ["N", "N", "C", "C", "C", "C", "H", "H", "H", "H", "H", "H"],
  "xyz": [[1.5216, 0.1514, -0.2686], [1.1749, -1.2054, -0.5383], [-0.0942, -1.2760, -0.7865], [0.3069, 0.9046, -0.0323], [-0.8222, -0.0011, -0.4911], [-0.6419, 0.3754, 0.9681], [-1.3351, 1.1048, 1.3607], [-0.3696, -0.3049, 1.7702], [2.1551, 0.1132, 0.5251], [-0.5545, -2.1388, -1.1313], [0.3222, 1.9381, -0.2705], [-1.6634, 0.3389, -1.1055]],
  "forces_ev_per_a": [[-0.153, -0.888, 0.169], [-1.093, 0.225, -0.522], [1.831, 2.377, 0.888], [0.270, -1.024, -0.129], [0.196, -0.367, -0.007], [-0.995, 0.693, 0.689], [-0.173, 0.179, -0.175], [0.246, -0.390, -0.584], [0.002, 0.256, -0.172], [-0.553, -1.605, -0.512], [0.114, 0.701, -0.141], [0.308, -0.158, 0.496]],
  "mulliken_charge": [-0.272, -0.514, -0.222, -0.147, -0.206, -0.630, 0.252, 0.243, 0.291, 0.484, 0.357, 0.364]
}

{
  "formula": "C4H4N2O5",
  "method": "ωB97M-V/def2-TZVPD",
  "total_charge": -2,
  "s2": 2.008,
  "homo_lumo_gap_ev": [4.4, 6.5],
  "lumo_energy_ev": [6.451, 4.854],
  "total_energy_ha": -640.3702,
  "spin_multiplicity": 3,
  "homo_ev": [2.04, -1.69],
  "elements": ["O", "O", "O", "O", "O", "N", "N", "C", "C", "C", "C", "H", "H", "H", "H"],
  "xyz": [[1.8469, -1.9236, 2.2841], [-0.4804, 3.1782, -1.9976], [1.0613, 3.4303, -0.4132], [-0.1997, -2.8358, 1.8638], [-0.1927, -1.5881, -0.5745], [1.0133, -1.5917, 0.2120], [-0.6464, 1.8648, -0.1725], [0.8344, -2.1284, 1.5785], [0.0416, 2.9256, -0.9229], [-0.6027, 0.7172, -0.6763], [-1.0202, -0.6125, -0.1162], [-1.0995, -0.6750, 0.9995], [-0.0160, 0.7044, -1.7099], [1.4562, -0.6753, 0.2418], [-1.9961, -0.7903, -0.5965]],
  "forces_ev_per_a": [[-0.313, 0.279, -0.150], [-0.944, -0.328, -1.109], [-0.425, -0.146, 0.101], [1.638, 1.593, -0.900], [2.108, -1.438, 0.114], [-0.867, -1.162, 0.292], [-0.481, 5.937, 1.446], [-0.647, -1.620, 0.464], [1.880, 1.377, 2.114], [1.586, -5.691, -4.129], [-0.982, 1.774, 0.438], [-0.215, 0.330, -0.732], [-1.688, -0.461, 1.754], [-0.427, 0.101, -0.148], [-0.223, -0.546, 0.444]],
  "mulliken_charge": [-0.760, -0.584, -0.740, -0.743, -0.310, -0.263, -0.281, 0.593, 0.681, -0.399, -0.263, 0.221, 0.278, 0.306, 0.264]
}